1.
ORCA calculation (wB97M-V/def2-TZVPD) on a molecular structure, C8H10O5STl.

Results
2S+1: 1
Orbital gap (eV): 7.5
Total charge: +3
Energy relative to the best compared isomer or geometry (same formula, charge and spin) (kcal per mole): 40.7

Last column: Löwdin charge in e.
Geometry (Å):
Tl (-0.0113, 0.8383, -0.8288)  0.72
C (-0.0184, 2.0288, 1.2140)  0.04
O (-0.0897, 2.5061, 2.2214)  0.30
C (-0.0654, 2.9266, -1.6923)  0.06
O (-0.0796, 3.9965, -2.1462)  0.30
C (-2.2762, 0.9175, -0.8097)  0.02
O (-3.4006, 0.8754, -0.6399)  0.30
C (2.1628, 0.8662, -0.7428)  0.07
O (3.3341, 0.9347, -0.6787)  0.30
C (-0.0661, -0.8770, -2.4204)  -0.02
H (0.8832, -1.3875, -2.1505)  0.12
H (-1.0158, -1.3849, -2.1490)  0.13
C (-0.0705, 0.3358, -3.1412)  -0.02
H (-1.0173, 0.8485, -3.4123)  0.12
H (0.8717, 0.8519, -3.4204)  0.12
C (1.4304, -1.3520, 1.5604)  -0.22
S (-0.2713, -1.8320, 1.2810)  0.97
C (-0.9884, -1.7032, 2.8735)  -0.19
O (-1.1505, -0.6462, 0.7596)  -0.64
H (1.7211, -2.0459, 2.3686)  0.11
H (1.4126, -0.3011, 1.9184)  0.06
H (2.0605, -1.4924, 0.6765)  0.06
H (-0.6151, -0.7114, 3.2277)  0.09
H (-2.0788, -1.6240, 2.6942)  0.10
H (-0.6614, -2.5688, 3.4368)  0.09

=====

2.
ORCA calculation (wB97M-V/def2-TZVPD) on a single C8H10S molecule.

Results
2S+1: 1
Orbital gap (spin up / spin down) (eV): 5.4 / 5.4
Total charge: 0
Energy relative to the best compared isomer or geometry (same formula, charge and spin) (kcal per mole): 171.7

Last column: Löwdin charge in e.
Geometry (Å):
C (1.2540, 0.6762, -0.5856)  -0.21
C (1.4071, -0.6280, 0.0475)  -0.93
C (0.1950, 1.6814, -0.5377)  -0.12
C (0.1838, -1.5102, -0.0854)  -0.13
C (-1.0825, 0.8076, -0.5026)  -0.19
C (-1.2511, -0.2821, 1.6718)  0.21
C (2.0513, -0.2109, -1.2064)  0.08
C (-1.0093, -0.4904, 0.2123)  -0.35
S (2.1606, -0.6488, 1.6400)  0.62
H (0.3969, 2.2441, 0.4583)  0.15
H (0.1701, 2.4329, -1.3680)  0.13
H (0.1784, -2.0939, -1.0914)  0.15
H (0.1236, -2.1976, 0.6639)  0.04
H (-1.9398, 1.3304, -0.1960)  0.10
H (-1.2440, 0.7820, -1.5142)  0.09
H (-1.2054, 0.7254, 1.9498)  0.05
H (-1.2190, -1.1022, 2.3265)  0.05
H (2.8268, -0.4973, -1.8254)  0.08
H (-1.9963, -1.0186, -0.0576)  0.18

=====

3.
ORCA calculation (wB97M-V/def2-TZVPD) on a single C8H10SSi molecule.

Results
2S+1: 1
Orbital gap (spin up / spin down) (eV): 6.8 / 6.8
Total charge: 0
Energy relative to the best compared isomer or geometry (same formula, charge and spin) (kcal per mole): 138.9

Last column: Löwdin charge in e.
Geometry (Å):
C (1.1640, 1.8445, -0.2102)  -0.20
C (0.0035, 2.6370, -0.5914)  -0.01
C (1.5615, 0.5768, -0.4807)  -0.56
C (-1.0741, -1.0243, -1.0168)  -0.46
C (-1.1420, 1.7152, -0.7169)  -0.16
C (-1.5624, 0.3266, -0.6404)  -0.37
C (2.8843, 0.0679, 0.0315)  -0.15
C (-3.0202, 0.1841, -0.2517)  -0.10
Si (-0.0769, -2.1376, 0.0061)  0.62
S (0.7877, -0.6683, -1.5590)  0.87
H (1.8827, 2.3853, 0.4071)  0.10
H (-2.0539, 2.3199, -0.7197)  0.06
H (3.0722, -0.9496, -0.3051)  0.05
H (3.7005, 0.6954, -0.3254)  0.08
H (2.9005, 0.0879, 1.1228)  0.08
H (-3.2951, -0.8670, -0.1625)  0.07
H (-3.6631, 0.6409, -1.0062)  0.09
H (-3.2124, 0.6878, 0.6975)  0.09
H (0.0798, -3.4526, -0.5892)  -0.07
H (0.6663, -1.9813, 1.2548)  -0.05

=====

4.
ORCA calculation (wB97M-V/def2-TZVPD) on a single C8H10SSi molecule.

Results
2S+1: 3
Orbital gap (spin up / spin down) (eV): 7.0 / 6.8
Total charge: 0

Last column: Löwdin charge in e.
Geometry (Å):
C (1.6495, -0.5909, 0.0286)  -0.16
C (0.9088, 0.4671, -0.2024)  0.02
C (1.5582, -1.9177, -0.2983)  -0.57
C (-1.2975, -1.8330, -0.0736)  -0.53
C (-0.0145, 1.4204, -0.2268)  -0.18
C (-1.2505, 1.2072, 0.2781)  -0.35
C (2.6889, -2.8795, -0.2005)  -0.12
C (-2.3056, 2.3382, 0.2562)  -0.11
Si (-1.6164, -0.4698, 1.0636)  0.54
S (0.0545, -2.7349, -0.4131)  0.92
H (2.5166, -0.3152, 0.4408)  0.08
H (0.1284, 2.4315, -0.6285)  0.12
H (2.5677, -3.6700, -0.9876)  0.09
H (3.6404, -2.3926, -0.3906)  0.09
H (2.6336, -3.3476, 0.7193)  0.05
H (-2.8803, 2.2835, -0.6973)  0.08
H (-1.8352, 3.4495, 0.3376)  0.12
H (-2.9157, 2.1685, 1.0835)  0.01
H (-2.9495, -0.2939, 1.4384)  -0.06
H (-0.8541, -0.9536, 2.0806)  -0.05

=====

5.
ORCA calculation (wB97M-V/def2-TZVPD) on 2 unconnected molecules or ions with the total composition C8H11B3Br2F7O7S.

Results
2S+1: 1
Orbital gap (eV): 6.9
Total charge: +1

Last column: Löwdin charge in e.
Geometry (Å):
O (-3.6101, -0.5484, -0.3275)  0.06
C (-3.3296, -0.8538, 0.7860)  -0.80
Br (-3.6286, 0.4202, 2.2464)  0.71
C (-2.7297, -2.1480, 1.2404)  -0.04
B (-1.3103, -2.4223, 0.6145)  -0.47
O (-0.3284, -3.0135, 1.3809)  0.32
B (0.9060, -2.3640, 1.2690)  -0.46
C (1.6282, -1.7758, 2.5063)  -0.05
C (3.0635, -1.2668, 2.2622)  -0.28
C (3.4288, -0.1514, 3.2360)  -0.63
Br (4.8977, 0.9214, 2.5724)  0.64
O (1.3526, -2.1432, -0.0475)  0.31
B (0.3567, -1.7858, -0.8891)  -0.54
S (0.9020, -0.9330, -2.5228)  0.84
O (2.2728, -0.5135, -2.4880)  -0.25
O (0.4251, -1.8003, -3.5714)  -0.25
C (-0.1525, 0.6092, -2.7420)  -0.46
F (-1.4266, 0.2936, -2.4220)  0.12
F (-0.0925, 0.9119, -4.0495)  0.13
C (0.2735, 1.8769, -1.9429)  -0.34
F (-0.2494, 2.9763, -2.5995)  0.10
F (1.5983, 1.9989, -1.8848)  0.19
C (-0.2978, 1.9805, -0.5071)  -0.55
F (-1.6283, 2.0485, -0.5271)  0.16
F (0.0839, 0.9167, 0.2155)  0.20
F (0.1564, 3.0808, 0.0621)  0.22
O (-0.9658, -2.0393, -0.6882)  0.31
H (-2.6286, -2.1596, 2.3251)  0.10
H (-3.4488, -2.9305, 0.9676)  0.15
H (1.5840, -2.4863, 3.3389)  0.13
H (0.9990, -0.9302, 2.8276)  0.13
H (3.7750, -2.0871, 2.3549)  0.12
H (3.1109, -0.8511, 1.2534)  0.09
H (2.5905, 0.5202, 3.4132)  0.05
H (3.7427, -0.5514, 4.1995)  0.06
O (-3.0480, 4.2768, -2.9208)  0.36
H (-2.9065, 4.0152, -3.8550)  0.21
H (-2.8254, 5.2192, -2.7741)  0.21
H (-2.5407, 3.6891, -2.3125)  0.18

=====

6.
ORCA calculation (wB97M-V/def2-TZVPD) on a molecular structure, C8H11BILiN.

Results
2S+1: 1
Orbital gap (eV): 7.5
Total charge: +1

Last column: Löwdin charge in e.
Geometry (Å):
C (3.5817, -0.6866, 0.1179)  -0.12
C (2.4284, 0.2916, 0.6558)  -0.30
C (1.3144, 0.5984, -0.4510)  -0.70
I (2.1400, 1.7504, -2.1047)  0.89
B (-0.0004, 1.3195, 0.2165)  -0.17
C (-1.3484, 0.4411, 0.2489)  -0.13
C (-2.6913, 0.7910, -0.3950)  -0.04
C (-3.8385, -0.1752, -0.3002)  -0.13
N (-3.9435, -1.4441, 0.3039)  0.06
C (-2.6922, -1.7171, 0.8946)  -0.12
C (-1.4170, -0.9239, 0.9372)  -0.02
H (3.3396, -0.9471, -0.9644)  0.06
H (4.6181, -0.2200, 0.2182)  0.09
H (3.6008, -1.6210, 0.7831)  0.09
H (2.9148, 1.2674, 0.9716)  0.11
H (1.8995, -0.1480, 1.5592)  0.12
H (0.9799, -0.4165, -0.8777)  0.09
H (0.0437, 2.4288, 0.6143)  0.08
H (-2.8108, 1.7688, -0.9570)  0.10
H (-4.7988, 0.1540, -0.8343)  0.11
H (-2.6477, -2.7412, 1.4092)  0.12
H (-0.5042, -1.3367, 1.4685)  0.11
Li (-0.1681, 1.5662, -3.5146)  0.70

=====

7.
ORCA calculation (wB97M-V/def2-TZVPD) on 2 unconnected molecules or ions with the total composition C8H11Br2N.

Results
2S+1: 1
Orbital gap (eV): 9.7
Total charge: 0
Energy relative to the best compared isomer or geometry (same formula, charge and spin) (kcal per mole): 0.0

Last column: Löwdin charge in e.
Geometry (Å):
Br (-3.7947, 3.0552, -3.5779)  0.74
C (-2.2561, 2.4334, -2.6888)  -0.71
C (-2.3941, 1.6859, -1.5202)  -0.13
C (-1.2542, 1.2253, -0.8616)  -0.13
C (0.0050, 1.5196, -1.3825)  -0.71
Br (1.5436, 0.8979, -0.4936)  0.74
C (0.1430, 2.2671, -2.5512)  -0.13
C (-0.9969, 2.7277, -3.2098)  -0.13
H (-3.3927, 1.4622, -1.1222)  0.11
H (-1.3468, 0.6354, 0.0599)  0.11
H (1.1416, 2.4908, -2.9492)  0.11
H (-0.9043, 3.3176, -4.1313)  0.11
C (-2.0278, -5.6206, -3.6758)  -0.13
C (-2.6972, -4.6619, -4.6481)  -0.37
N (-4.1286, -4.5601, -4.3372)  -0.04
H (-2.1805, -5.2744, -2.6397)  0.07
H (-0.9438, -5.6798, -3.8707)  0.07
H (-2.4591, -6.6308, -3.7763)  0.07
H (-2.2617, -3.6512, -4.5288)  0.11
H (-2.4976, -4.9941, -5.6850)  0.10
H (-4.5904, -3.9170, -4.9897)  0.06
H (-4.5757, -5.4734, -4.4736)  0.06

=====

8.
ORCA calculation (wB97M-V/def2-TZVPD) on a single C8H11Br2NO molecule.

Results
2S+1: 1
Orbital gap (spin up / spin down) (eV): 8.2 / 5.2
Total charge: 0
Energy relative to the best compared isomer or geometry (same formula, charge and spin) (kcal per mole): 72.0

Last column: Löwdin charge in e.
Geometry (Å):
C (1.4210, -0.2672, -0.4950)  -0.48
C (0.3862, 0.7897, 2.1540)  -0.03
C (-0.5244, 1.9629, 1.9114)  -0.06
C (1.7746, 1.0043, -0.7061)  -0.49
C (-0.1814, -0.7317, -0.7590)  -0.48
C (-0.2811, 1.0671, 0.7810)  -0.31
C (-0.5361, -1.0433, -2.2594)  -0.05
C (-0.5495, -1.9766, 0.0756)  -0.02
N (-0.7922, 0.4194, -0.1901)  -0.26
O (2.0951, -1.0781, 0.1608)  0.07
Br (1.1726, 2.0772, -2.1287)  0.79
Br (-2.8539, 0.9471, -0.6149)  0.38
H (1.3845, 1.0434, 2.4464)  0.11
H (0.0839, -0.0769, 2.6200)  0.08
H (-1.5357, 1.8547, 2.3332)  0.12
H (-0.2082, 2.9155, 1.9590)  0.08
H (2.7503, 1.3186, -0.3697)  0.07
H (0.5113, -1.5496, -2.5361)  0.14
H (-0.7722, -0.2545, -2.9195)  0.03
H (-1.3938, -1.7387, -2.3176)  0.08
H (-1.6188, -1.9461, 0.2011)  0.08
H (-0.1048, -1.9027, 1.0776)  0.08
H (-0.2273, -2.8344, -0.4240)  0.07

=====

9.
ORCA calculation (wB97M-V/def2-TZVPD) on a single C8H11BrN2O3S molecule.

Results
2S+1: 1
Orbital gap (eV): 9.2
Total charge: 0
Energy relative to the best compared isomer or geometry (same formula, charge and spin) (kcal per mole): 57.7

Last column: Löwdin charge in e.
Geometry (Å):
N (-1.5863, 2.6371, -1.6282)  -0.09
S (-1.4849, 2.1738, -0.1364)  0.56
O (-2.8226, 1.9588, 0.3362)  -0.29
O (-0.5816, 3.0863, 0.4935)  -0.29
C (-0.6743, 0.5221, -0.1498)  -0.32
C (-1.4945, -0.3922, 0.6026)  -0.89
Br (-2.5742, -1.3357, -0.5047)  0.90
N (-1.4511, -0.5872, 1.8559)  0.09
C (-0.4905, 0.0789, 2.5584)  -0.15
C (0.5621, 0.6477, 2.0859)  -0.01
C (0.7719, 0.7037, 0.5922)  -0.22
O (1.7547, -0.2646, 0.0448)  -0.07
C (1.2273, -1.5913, -0.2492)  -0.31
C (1.2887, -2.0485, -1.7078)  -0.06
C (2.2006, -2.5976, -0.6092)  -0.09
H (-2.5673, 2.5850, -1.9591)  0.10
H (-1.1529, 3.5999, -1.8815)  0.15
H (-0.4204, 0.1308, -1.1971)  0.14
H (-0.6542, 0.0391, 3.6036)  0.11
H (1.2974, 1.1510, 2.6298)  0.11
H (1.1077, 1.6945, 0.3098)  0.13
H (0.3921, -1.8867, 0.4554)  0.16
H (1.7105, -1.4587, -2.4768)  0.09
H (0.5426, -2.7150, -2.0716)  0.08
H (1.8896, -3.6180, -0.4436)  0.11
H (3.2094, -2.5133, -0.5532)  0.08

=====

10.
ORCA calculation (wB97M-V/def2-TZVPD) on a molecular structure, C8H11ClN2O.

Results
2S+1: 1
Orbital gap (eV): 9.0
Total charge: 0
Energy relative to the best compared isomer or geometry (same formula, charge and spin) (kcal per mole): 93.8

Last column: Löwdin charge in e.
Geometry (Å):
C (-3.5052, 0.6573, -0.1178)  -0.07
C (-2.2431, -0.2803, -0.1483)  -0.49
C (-0.9370, 0.3073, -0.5629)  -0.17
C (1.2326, -0.3173, -0.0909)  -0.29
C (1.7444, 0.9726, 0.0308)  -0.04
C (3.0719, 1.0491, 0.2655)  -0.08
C (3.8787, -0.1680, 0.0406)  -0.79
C (2.0429, -1.3592, -0.3864)  -0.02
H (-3.5106, 1.5588, -0.8034)  0.08
H (-4.2378, -0.2891, -0.2788)  0.12
H (-3.6891, 1.2402, 0.8570)  0.08
H (-2.5945, -0.9882, -0.8613)  0.11
H (-1.5485, -0.8493, 1.9045)  0.15
H (-1.4541, -1.8181, 0.6892)  0.00
H (-0.6543, 1.5075, 0.0649)  0.19
H (-0.8010, 0.6841, -1.7704)  0.19
H (1.0944, 1.8578, 0.0612)  0.10
H (3.4983, 1.9011, 0.9637)  0.15
H (1.7179, -2.3461, -0.3806)  0.10
N (-2.0985, -1.1992, 0.9917)  0.04
N (3.4815, -1.3391, -0.4133)  0.07
O (-0.0563, -0.7626, -0.1831)  -0.11
Cl (5.5671, -0.0193, 0.1280)  0.68

=====

11.
ORCA calculation (wB97M-V/def2-TZVPD) on 2 unconnected molecules or ions with the total composition C8H11F2O3.

Results
2S+1: 1
Orbital gap (eV): 6.8
Total charge: -1
Energy relative to the best compared isomer or geometry (same formula, charge and spin) (kcal per mole): 23.1

Last column: Löwdin charge in e.
Geometry (Å):
C (-0.6521, 1.9520, -1.6994)  -0.02
C (-0.7839, 0.8975, -0.8249)  -0.12
C (-0.1222, 4.6993, -0.8255)  -0.48
C (-0.3605, -1.0100, 1.7876)  -0.06
C (0.9332, -2.3027, -0.0130)  -0.10
C (-0.1189, -1.2427, 0.2309)  -0.39
C (0.3431, 0.0486, -0.3598)  -0.47
C (-1.3103, 3.9667, -1.1417)  -0.33
O (0.4305, 4.8178, 0.2475)  0.07
O (0.5881, 5.0785, -2.0036)  0.06
O (1.5201, 0.3994, -0.5321)  -0.01
F (-1.9030, 4.4746, -2.3766)  -0.05
F (-2.2769, 4.0887, -0.2405)  0.07
H (0.2502, 2.5129, -1.8385)  0.07
H (-1.1865, 2.1336, -2.5775)  0.05
H (-1.7703, 0.4710, -0.5928)  0.08
H (0.4726, -0.6764, 2.2545)  0.03
H (-0.6028, -1.9282, 2.2864)  0.05
H (-1.2353, -0.3054, 1.9502)  0.10
H (0.7819, -2.5955, -1.0669)  0.08
H (1.9562, -1.8577, 0.2354)  0.10
H (0.6126, -3.1955, 0.6258)  0.08
H (-1.1628, -1.5113, -0.1433)  0.14
H (1.3141, 5.4228, -1.5396)  0.06

=====

12.
ORCA calculation (wB97M-V/def2-TZVPD) on 2 unconnected molecules or ions with the total composition C8H11F3O7S.

Results
2S+1: 1
Orbital gap (eV): 11.1
Total charge: 0

Last column: Löwdin charge in e.
Geometry (Å):
O (-1.7144, 1.2837, 4.1387)  -0.23
S (-1.4094, 0.5577, 2.9535)  0.57
O (-2.0142, -0.6956, 2.7198)  -0.21
O (-1.6139, 1.5265, 1.7213)  -0.18
C (-0.3533, 1.9619, 1.1668)  -0.11
C (0.6537, 1.6918, 2.2806)  -0.24
C (2.0962, 1.4932, 1.8477)  -0.06
O (2.2091, 1.6767, 0.4295)  0.05
C (3.0290, 0.8504, -0.2340)  -0.71
F (3.3372, 1.4126, -1.4062)  0.18
F (2.4649, -0.3450, -0.4716)  0.17
F (4.1685, 0.6120, 0.4425)  0.16
O (0.1658, 0.4253, 2.8231)  -0.16
H (-0.4531, 3.0078, 0.8960)  0.15
H (-0.1342, 1.3229, 0.3135)  0.10
H (0.5796, 2.4062, 3.1014)  0.16
H (2.4037, 0.4895, 2.1362)  0.15
H (2.7436, 2.2275, 2.3213)  0.14
O (-0.6618, -0.7140, 0.0044)  0.12
C (-0.9691, -1.1372, -1.0708)  -0.46
C (-1.6130, -2.4642, -1.4103)  -0.06
C (-1.3810, -2.5808, -2.9151)  -0.15
C (-1.3328, -1.1151, -3.3358)  -0.15
O (-0.7854, -0.4167, -2.2025)  0.03
H (-2.6716, -2.3932, -1.1531)  0.14
H (-1.1651, -3.2578, -0.8191)  0.13
H (-2.1451, -3.1451, -3.4449)  0.11
H (-0.4157, -3.0513, -3.1055)  0.12
H (-2.3269, -0.7101, -3.5362)  0.13
H (-0.6909, -0.9197, -4.1908)  0.12

=====

no.,largest force on an atom (eV Å⁻¹),E (hartree)
1,10.38,-1256.28912
2,4.27,-708.75427
3,4.30,-998.23821
4,4.32,-998.23012
5,1.15,-7157.93277
6,6.09,-695.94075
7,0.62,-5514.21193
8,6.78,-5589.23343
9,4.76,-3618.73818
10,5.45,-956.20886
11,4.11,-736.83894
12,0.49,-1535.91537